Model P:
# C5H7NO2S

A 2-piece molecular cluster, C5H7NO2S overall (ωB97M-V/def2-TZVPD, the OMol25 dataset).

Values from the calculation:
LUMO, eV: 0.28
2S+1: 1
Orbital gap, hartree: 0.351

The geometry in XYZ format:
```
16
Properties=species:S:1:pos:R:3:mulliken_charge:R:1
C -1.58 1.54 1.06 -0.125
C -0.48 0.88 1.46 -0.530
C -1.97 1.43 -0.25 -0.388
C 0.29 0.09 0.53 0.150
C -1.16 0.78 -1.15 -0.264
N -0.07 0.01 -0.76 -0.403
O 1.43 -2.20 -1.41 -0.546
O 2.35 -2.48 0.92 -0.522
S 2.71 -2.59 -0.47 0.426
H -2.02 2.33 1.70 0.346
H -0.30 0.89 2.58 0.261
H -2.77 2.01 -0.66 0.354
H 1.05 -0.64 0.77 0.227
H 3.44 -1.36 -0.92 0.121
H -1.71 0.61 -2.12 0.298
H 0.80 -1.30 -1.28 0.595
```

=====

Model Q:
# C5H7NO2S

One molecule with the formula C5H7NO2S (ωB97M-V/def2-TZVPD, the OMol25 dataset).

Values from the calculation:
LUMO, eV: 0.55
2S+1: 1
Orbital gap, hartree: 0.326

The geometry in XYZ format:
```
16
Properties=species:S:1:pos:R:3:mulliken_charge:R:1
C -0.40 0.21 -0.72 0.284
C 1.83 0.33 -0.21 -0.275
C -0.90 1.54 -0.24 -0.427
C -2.34 -0.66 0.08 0.571
C 2.96 -0.35 0.57 -0.859
N -1.29 -0.88 -0.61 -0.645
O 0.75 -0.36 -0.05 -0.097
O -3.26 -1.45 0.62 -0.461
S -2.59 1.11 0.42 -0.228
H -0.05 0.30 -1.78 0.301
H -0.11 2.06 0.49 0.312
H -1.09 2.21 -1.05 0.325
H 2.81 -0.07 1.55 0.293
H 3.95 -0.16 0.16 0.291
H 2.68 -1.48 0.41 0.238
H -2.94 -2.38 0.36 0.378
```

=====

Question: which arrangement is favored energetically? Ranking from most to least stable: model P, model Q.

=====

Model P:
# C2H2FI3O

C2H2FI3O as an isolated structure (ωB97M-V/def2-TZVPD, the OMol25 dataset).

Values from the calculation:
LUMO, eV: -0.87
2S+1: 1
Orbital gap, hartree: 0.314

The geometry in XYZ format:
```
9
Properties=species:S:1:pos:R:3:mulliken_charge:R:1
C 0.58 -0.86 -0.66 -0.873
C 0.64 0.57 -0.21 0.378
O -0.14 1.44 -0.43 -0.434
F -1.86 0.75 1.38 -0.366
I 0.17 -2.06 1.15 0.194
I -1.05 -1.00 -2.07 0.143
I 2.32 1.07 1.04 0.075
H 1.55 -1.35 -1.11 0.510
H -2.20 1.44 0.91 0.374
```

=====

Model Q:
# C2H2FI3O

A 2-piece molecular cluster, C2H2FI3O overall (ωB97M-V/def2-TZVPD, the OMol25 dataset).

Values from the calculation:
LUMO, eV: -0.60
2S+1: 1
Orbital gap, hartree: 0.313

The geometry in XYZ format:
```
9
Properties=species:S:1:pos:R:3:mulliken_charge:R:1
C 0.36 1.18 0.58 -0.369
C 1.11 1.22 -0.50 -0.033
O -1.42 -1.35 -1.59 -0.615
F 0.74 1.78 -1.65 -0.206
I -1.57 1.99 0.67 0.094
I -2.22 -0.10 -2.88 0.235
I 3.02 0.33 -0.59 0.116
H 0.71 0.71 1.48 0.406
H -0.49 -1.12 -1.51 0.372
```

=====

Question: which arrangement is favored energetically? Ranking from most to least stable: model P, model Q.

=====

Model P:
# C3H4NS

An isolated ion of composition C3H4NS and charge +1 (ωB97M-V/def2-TZVPD, the OMol25 dataset).

Values from the calculation:
LUMO, eV: -5.47
2S+1: 1
Charge: +1
Orbital gap, hartree: 0.297

The geometry in XYZ format:
```
9
Properties=species:S:1:pos:R:3:mulliken_charge:R:1
C 0.92 -0.74 0.75 0.311
C 1.97 -1.57 0.79 0.115
C -0.39 -0.65 0.04 -0.299
N 0.64 0.42 0.11 -0.112
S 2.91 -2.77 1.09 -0.170
H -1.27 -0.49 0.61 0.262
H -0.61 -1.34 -0.80 0.274
H 0.33 1.10 0.76 0.312
H 1.31 0.79 -0.57 0.306
```

=====

Model Q:
# C3H4NS

An isolated ion of composition C3H4NS and charge +1 (ωB97M-V/def2-TZVPD, the OMol25 dataset).

Values from the calculation:
LUMO (spin up / spin down), eV: -7.66 / -7.68
2S+1: 1
Charge: +1
Orbital gap (spin up / spin down), hartree: 0.253 / 0.255

The geometry in XYZ format:
```
9
Properties=species:S:1:pos:R:3:mulliken_charge:R:1
C -0.01 -1.34 0.04 0.120
C 1.41 -1.25 -0.13 -0.251
C 0.01 1.06 -0.06 -0.459
N -0.74 -0.19 0.00 -0.049
S 1.79 0.58 0.01 0.204
H -0.63 -2.30 0.17 0.375
H 0.03 1.69 -1.04 0.376
H -0.13 1.79 0.86 0.373
H -1.74 -0.03 0.16 0.311
```

=====

Model R:
# C3H4NS

An isolated ion of composition C3H4NS and charge +1 (ωB97M-V/def2-TZVPD, the OMol25 dataset).

Values from the calculation:
LUMO (spin up / spin down), eV: -6.93 / -5.81
2S+1: 1
Charge: +1
Orbital gap (spin up / spin down), hartree: 0.238 / 0.292

The geometry in XYZ format:
```
9
Properties=species:S:1:pos:R:3:mulliken_charge:R:1
C 0.77 0.57 0.15 -0.058
C 1.61 1.43 0.47 0.213
C -1.23 -0.85 -0.79 -0.505
N -0.32 -0.28 0.28 -0.174
S 2.96 2.29 0.66 -0.059
H -1.83 -0.36 -1.48 0.373
H -1.20 -1.86 -1.05 0.313
H 0.16 -1.19 0.75 0.472
H -0.91 0.24 1.00 0.425
```

=====

Question: which arrangement is favored energetically? Ranking from most to least stable: model P, model Q, model R.

=====

Model P:
# C3H4F2O

One molecule with the formula C3H4F2O (ωB97M-V/def2-TZVPD, the OMol25 dataset).

Values from the calculation:
LUMO, eV: 0.91
2S+1: 1
Orbital gap, hartree: 0.399

The geometry in XYZ format:
```
10
Properties=species:S:1:pos:R:3:mulliken_charge:R:1
C 0.19 -1.16 0.09 -0.243
C -0.77 0.07 0.04 0.242
C -0.45 1.34 -0.04 -0.170
H 1.65 0.14 0.23 0.354
H 0.15 -1.57 1.19 0.216
H -0.10 -1.88 -0.74 0.283
H -0.99 2.20 -0.21 0.398
O 1.48 -0.73 -0.32 -0.534
F -2.08 -0.07 -0.19 -0.261
F 0.93 1.65 -0.06 -0.285
```

=====

Model Q:
# C3H4F2O

One molecule with the formula C3H4F2O (ωB97M-V/def2-TZVPD, the OMol25 dataset).

Values from the calculation:
LUMO (spin up / spin down), eV: -0.75 / -1.13
2S+1: 1
Orbital gap (spin up / spin down), hartree: 0.348 / 0.310

The geometry in XYZ format:
```
10
Properties=species:S:1:pos:R:3:mulliken_charge:R:1
C -0.97 -0.84 0.56 -0.362
C -0.18 0.52 0.35 0.376
C 1.11 0.61 -0.37 -0.205
O -1.17 -1.03 -0.79 -0.474
F -0.94 1.61 0.01 -0.201
F 1.81 -0.62 -0.39 -0.277
H -0.42 -1.61 1.00 0.283
H -1.86 -0.73 1.01 0.328
H 1.71 1.36 0.07 0.304
H 0.91 0.73 -1.46 0.228
```

=====

Question: which arrangement is favored energetically? Ranking from most to least stable: model P, model Q.